# 1
92
Properties=species:S:1:pos:R:3:forces:R:3 method="wB97M-V/def2-TZVPD" s_squared=0.754 lumo_ev="0.3 / -0.7" molar_mass_g_mol=554.68 multiplicity=2 energy_ev=-54497.152 gap_ev="9.581 / 9.473"
C -2.711467 1.731096 2.366085 -0.206 0.242 0.346
C -2.218552 1.345112 0.814860 0.189 1.097 1.406
C -1.856099 -0.250859 0.736832 -1.122 0.631 -0.237
C -0.266545 -0.619108 0.886619 0.019 -0.522 -0.319
C 0.490744 -0.347284 -0.580096 1.305 0.826 -0.355
F 1.972349 -0.635791 -0.505257 -4.038 1.108 -0.016
F 0.388719 1.063972 -1.033584 0.344 -3.568 1.290
C -0.081437 -1.292898 -1.792923 1.562 -1.315 -1.955
F -0.179569 -0.589444 -3.116512 0.318 -1.806 4.015
F 0.950005 -2.375620 -2.010462 -2.878 2.950 0.518
C 0.512653 0.147004 2.112036 0.363 0.901 -0.043
C 0.428233 -0.595411 3.568043 1.143 2.368 1.456
C 1.957747 -1.073165 3.977698 -0.074 -0.353 -0.434
C 0.035139 0.575317 4.697821 0.157 -0.211 -0.195
N -0.625573 -1.661086 3.705118 2.299 -1.708 1.014
O -0.699994 -2.185973 4.940969 -0.193 1.400 -2.716
C -0.558017 -2.735244 2.651614 -1.647 -2.148 -1.316
C -2.105654 -3.367112 2.556483 0.426 -0.879 1.590
C 0.394944 -4.023624 3.019053 0.384 -0.731 -0.552
C -0.160385 -2.233640 1.145649 0.544 -0.056 -1.036
H -1.980716 2.531897 2.865749 -1.792 -1.637 -1.165
H -2.701892 0.805191 3.089104 0.037 1.640 -1.550
H -3.834932 2.132881 2.376989 2.606 -0.704 -0.029
H -1.294303 2.065245 0.613160 -1.862 -1.871 0.139
H -3.069906 1.699407 0.093437 1.684 -1.089 1.209
H -2.475525 -0.775648 1.606687 1.620 1.022 -1.856
H -2.355115 -0.654002 -0.269129 1.445 0.593 2.036
H -1.077320 -1.859926 -1.555513 1.964 1.433 -0.745
H 1.675591 0.262222 1.867861 -2.614 -0.432 0.338
H 0.143254 1.269105 2.287524 0.484 -2.576 -0.757
H 2.553943 -1.412617 3.001932 -1.198 0.790 2.181
H 2.482941 -0.138830 4.486131 -0.989 -2.114 -1.208
H 1.930093 -1.981839 4.715007 -0.004 1.924 -1.232
H 0.585382 1.589489 4.403983 -1.160 -2.239 0.663
H 0.396373 0.237685 5.783922 -0.971 0.731 -2.506
H -1.131053 0.736278 4.665612 2.422 -0.248 0.235
H -2.934603 -2.564493 2.764535 1.651 -1.502 -0.753
H -2.169585 -4.136448 3.467450 -0.055 1.754 -1.972
H -2.270645 -4.006905 1.590522 0.289 1.498 1.725
H 1.439435 -3.759075 3.469496 -2.035 -0.249 -0.897
H 0.603346 -4.589721 1.991469 -0.470 1.207 2.172
H -0.114714 -4.818899 3.728363 0.903 1.963 -1.367
H 0.930703 -2.580209 0.809391 -2.249 0.743 1.095
H -0.895882 -2.806569 0.400034 1.572 1.306 1.645
C 0.617261 2.165996 -5.321369 -0.190 -0.134 0.038
O 1.449371 2.429920 -4.206814 0.225 -0.176 0.695
H 1.113976 2.520427 -6.227546 -0.007 -0.045 0.209
H 0.443442 1.090000 -5.400908 -0.184 0.106 -0.275
H -0.333281 2.691395 -5.200229 -0.073 -0.080 -0.229
H 0.982656 2.104726 -3.418249 0.252 0.195 -0.340
C 2.582467 -1.120310 -6.802715 0.227 -0.022 0.061
O 1.229512 -1.245141 -6.404932 -0.596 -0.035 0.517
H 2.679516 -1.448141 -7.840315 -0.185 0.031 0.132
H 2.891905 -0.075253 -6.722666 0.249 -0.118 -0.058
H 3.210247 -1.747148 -6.164581 0.184 0.184 -0.166
H 1.174530 -0.947199 -5.481019 0.050 -0.185 -0.455
C 4.722419 -0.521619 -3.130274 -0.200 0.057 0.012
O 4.021408 -0.084321 -4.279904 -0.340 0.233 0.032
H 5.515435 -1.207537 -3.437106 -0.133 0.115 -0.051
H 5.164549 0.339186 -2.622491 0.162 -0.083 0.169
H 4.034481 -1.040676 -2.458282 0.164 -0.080 0.207
H 3.324783 0.522320 -3.976405 0.278 -0.100 -0.284
C -5.993733 3.882172 3.731269 -0.124 0.337 0.075
O -5.029780 4.259577 4.697011 0.439 0.452 0.251
H -6.124306 2.798030 3.764307 0.055 0.167 0.067
H -6.946130 4.368656 3.956168 0.019 -0.264 -0.225
H -5.648654 4.175296 2.736659 -0.221 -0.113 -0.165
H -4.935383 5.225865 4.644241 0.000 -0.611 0.113
C -9.651188 4.126386 1.475100 -0.071 0.197 -0.074
O -8.687236 4.503790 2.440843 0.163 0.460 0.108
H -9.781762 3.042244 1.508139 0.093 0.187 0.073
H -10.603586 4.612869 1.700000 -0.128 -0.142 -0.202
H -9.306110 4.419509 0.480491 -0.209 -0.123 -0.123
H -8.592839 5.470079 2.388073 -0.005 -0.559 0.089
C 8.045635 -0.414371 -1.095958 -0.178 -0.026 -0.093
O 7.122117 -0.221585 -0.040381 -0.491 -0.010 0.083
H 9.060435 -0.334917 -0.699255 -0.213 0.002 0.022
H 7.902981 -1.407370 -1.529443 0.221 0.016 -0.176
H 7.893873 0.353135 -1.858946 0.216 -0.073 -0.168
H 6.231264 -0.297713 -0.422474 0.479 0.052 0.319
C -1.153756 -4.326117 -4.041759 0.139 0.139 -0.132
O -1.460896 -3.293449 -4.960215 0.212 0.300 -0.162
H -2.084888 -4.738298 -3.646028 0.071 0.097 -0.133
H -0.596481 -5.115428 -4.552385 0.014 -0.170 0.245
H -0.559558 -3.919239 -3.219792 0.059 -0.277 0.130
H -0.615902 -2.947355 -5.294301 -0.448 -0.065 0.000
C 4.767768 2.177957 -0.064769 -0.085 0.112 -0.026
O 3.844249 2.370743 0.990809 -0.607 -0.050 0.111
H 5.782568 2.257411 0.331934 -0.226 -0.051 0.012
H 4.625113 1.184958 -0.498253 0.126 0.010 -0.168
H 4.616006 2.945463 -0.827756 0.178 -0.098 -0.180
H 2.953397 2.294615 0.608716 0.466 0.071 0.256

---

# 2
87
Properties=species:S:1:pos:R:3:forces:R:3 method="wB97M-V/def2-TZVPD" lumo_ev=1.9 molar_mass_g_mol=576.59 energy_ev=-53057.519 total_charge=-1 gap_ev=7.074
O 3.741899 -2.892150 1.169058 3.233 5.315 0.404
S 4.639087 -1.617167 0.964652 -0.410 -6.309 -4.189
O 5.383070 -1.825580 -0.410921 -1.929 2.016 5.194
O 5.780095 -1.567660 2.270581 -1.715 1.753 -1.591
C 3.603465 -0.015042 0.944577 -0.453 0.990 -0.070
C 2.028612 -0.421253 1.222818 -0.013 -0.623 1.152
C 1.099769 0.854546 1.694955 -1.205 -0.386 0.074
C -0.473851 0.682082 1.154255 1.472 0.671 0.138
In -1.437608 -1.223130 2.008303 -0.385 0.134 -0.045
F -1.812756 -2.685187 0.500899 0.249 0.754 0.766
H 5.926294 -0.597280 2.476870 -0.144 -1.445 -0.335
H 3.778651 0.453015 -0.139076 -0.219 -1.235 2.427
H 4.049682 0.726008 1.764721 -1.053 -1.682 -1.691
H 1.559684 -1.043812 0.326319 1.179 1.607 1.738
H 2.035207 -1.174982 2.145609 -0.005 1.545 -2.119
H 1.003991 0.815616 2.884511 0.613 0.339 -2.561
H 1.482507 1.895514 1.320983 -0.285 -1.931 0.804
H -1.061790 1.588839 1.637896 1.060 -1.683 -1.349
H -0.443246 0.702998 -0.015184 -0.292 0.297 2.119
H -0.480806 -1.901675 3.404517 -0.144 0.114 -0.609
H -3.086374 -0.725078 2.622203 0.354 -0.219 -0.286
C -4.414426 2.420006 0.414743 0.035 -0.050 -0.007
C -3.778532 3.463418 -0.499326 0.136 -0.313 0.009
N -2.898421 2.892681 -1.521692 0.299 0.223 -0.257
C -2.066571 3.894021 -2.196905 0.055 -0.211 0.384
C -2.777013 4.952420 -3.033148 0.008 0.288 -0.266
C -3.490941 1.879824 -2.398030 0.026 -0.242 0.422
C -4.724156 2.275160 -3.203338 -0.226 -0.044 -0.302
H -3.654376 1.782384 0.876450 -0.082 0.018 -0.126
H -4.964645 2.919335 1.220493 0.065 -0.032 -0.143
H -5.125602 1.786440 -0.120826 0.061 -0.013 0.049
H -3.188051 4.129239 0.143594 0.117 -0.037 -0.308
H -4.570228 4.077461 -0.943104 -0.168 0.155 -0.011
H -1.324881 3.386220 -2.826621 -0.206 -0.130 0.089
H -1.472440 4.410676 -1.431690 -0.164 -0.121 0.075
H -3.143941 4.543164 -3.975093 -0.080 0.042 0.062
H -2.072540 5.752324 -3.288038 -0.055 -0.060 0.030
H -3.613121 5.414783 -2.500774 0.063 -0.089 -0.037
H -3.751095 1.007454 -1.786414 0.056 0.191 0.061
H -2.726836 1.500943 -3.088639 0.065 0.254 0.184
H -5.465440 2.809310 -2.602815 0.085 -0.014 -0.010
H -5.212138 1.373722 -3.590140 0.049 0.074 0.048
H -4.464844 2.890056 -4.066770 -0.100 0.060 0.081
C -8.259277 -6.194724 2.607327 0.016 -0.068 -0.001
C -7.593639 -5.134526 1.734689 0.183 0.100 0.323
N -6.630917 -4.298200 2.455309 -0.116 0.242 0.064
C -6.220341 -3.106922 1.705074 -0.190 0.174 0.044
C -5.450475 -3.322256 0.406930 0.248 0.044 -0.164
C -5.550308 -5.001634 3.149855 -0.244 -0.126 0.198
C -4.647859 -5.908041 2.319408 0.358 -0.112 -0.077
H -8.726844 -5.745405 3.488749 0.127 -0.003 -0.060
H -9.044349 -6.704447 2.037109 0.122 0.063 0.034
H -7.549492 -6.957265 2.937098 -0.044 0.053 0.028
H -8.396835 -4.494503 1.346647 0.299 0.144 0.025
H -7.136095 -5.623589 0.867372 -0.035 -0.122 -0.155
H -5.632757 -2.449738 2.358803 -0.013 -0.273 0.011
H -7.123304 -2.528072 1.470407 -0.092 -0.193 0.091
H -4.419869 -3.625639 0.594535 -0.019 0.076 -0.110
H -5.407000 -2.381812 -0.154117 0.044 -0.107 0.099
H -5.923453 -4.064864 -0.241995 -0.026 0.017 0.062
H -5.993952 -5.606454 3.949954 -0.126 0.032 -0.111
H -4.923919 -4.275208 3.683043 -0.214 0.107 -0.268
H -5.210516 -6.552129 1.638223 -0.019 0.061 0.028
H -4.077124 -6.564483 2.985499 -0.049 0.060 -0.045
H -3.921345 -5.336152 1.739775 -0.101 -0.085 -0.037
C 9.211764 2.337046 -3.748882 0.038 -0.057 -0.007
C 8.758796 2.928540 -2.417136 -0.272 -0.149 -0.082
N 7.516702 2.344617 -1.905468 -0.254 0.246 0.140
C 6.929772 3.106141 -0.798145 -0.016 0.091 -0.379
C 7.725995 3.190446 0.499222 0.000 0.100 0.370
C 7.502377 0.889611 -1.739097 -0.046 -0.060 -0.342
C 8.559894 0.271004 -0.831014 0.107 -0.308 0.156
H 8.419635 2.402582 -4.500976 0.030 -0.052 0.143
H 10.076760 2.894158 -4.126656 -0.106 -0.069 0.101
H 9.515771 1.292169 -3.649773 -0.054 0.053 -0.037
H 8.601682 4.002063 -2.585047 -0.171 -0.130 0.237
H 9.576216 2.841101 -1.692603 0.196 0.032 0.042
H 5.930777 2.710894 -0.573878 0.165 -0.143 -0.149
H 6.749320 4.130050 -1.151024 0.123 -0.114 -0.108
H 7.692414 2.252683 1.054975 0.117 0.023 -0.036
H 7.290377 3.959077 1.147713 0.041 -0.059 -0.072
H 8.771881 3.462991 0.331530 -0.098 -0.069 -0.005
H 7.596695 0.430466 -2.730597 0.031 0.169 0.060
H 6.511247 0.570476 -1.392454 0.122 0.236 -0.014
H 9.560199 0.671616 -1.016342 -0.060 0.047 0.010
H 8.607518 -0.809002 -1.008918 -0.066 0.141 0.045
H 8.318533 0.407664 0.224413 0.122 0.015 -0.050